# 1
{"formula": "C16H26Cl2Cu2N2O4", "method": "the ωB97M-V functional and the def2-TZVPD basis", "energy_ev": -142499.24511, "homo_lumo_gap_ev": 3.073, "total_charge": 0, "relative_energy_kcal_mol": 0.00, "symbols": ["C", "C", "H", "H", "H", "C", "H", "H", "H", "O", "Cl", "Cu", "C", "H", "H", "N", "O", "H", "C", "C", "H", "Cl", "H", "H", "H", "H", "C", "H", "O", "H", "C", "H", "H", "H", "H", "C", "C", "O", "C", "H", "C", "C", "C", "H", "H", "C", "H", "Cu", "N", "C", "H", "H"], "xyz": [[-12.25410, 17.49155, -7.52848], [-14.47201, 13.67061, -11.79358], [-9.91353, 19.21997, -7.90694], [-17.52734, 16.94119, -14.62084], [-16.89845, 15.90713, -11.69330], [-16.00122, 15.42248, -11.33645], [-16.05380, 13.06139, -15.91083], [-12.48994, 14.05452, -12.54992], [-9.67980, 17.03155, -9.65011], [-12.42106, 14.69192, -13.26614], [-17.79028, 15.35421, -18.29192], [-13.99687, 14.83912, -14.84992], [-13.52914, 14.30697, -11.00495], [-9.03637, 17.72633, -7.41466], [-13.15379, 16.77275, -17.28119], [-15.71049, 14.24725, -11.92536], [-14.18026, 12.47077, -14.59624], [-11.57644, 16.42981, -16.68020], [-11.60272, 16.28661, -9.90282], [-10.64572, 16.94947, -9.17175], [-14.20478, 16.69498, -7.81582], [-18.41078, 13.54802, -15.72748], [-16.22141, 14.03305, -13.84079], [-12.00711, 16.01513, -18.36823], [-15.30876, 17.02259, -10.07925], [-17.66230, 14.19637, -12.74757], [-12.36050, 16.01244, -17.32892], [-16.66703, 12.69027, -12.91175], [-15.51246, 16.48056, -13.98651], [-16.23121, 15.43773, -16.52394], [-9.95220, 18.30548, -7.31853], [-14.46643, 11.96525, -13.83055], [-17.09584, 12.52801, -17.27500], [-14.27368, 12.87434, -12.49827], [-11.31139, 15.92120, -10.87898], [-16.67452, 13.78105, -12.90403], [-15.05460, 16.10204, -10.58377], [-12.65924, 14.73691, -16.84179], [-13.85891, 15.47627, -10.35116], [-10.19307, 18.39860, -6.26455], [-16.50528, 17.32593, -14.45687], [-16.50562, 14.68322, -17.26359], [-13.20889, 16.78399, -8.23092], [-16.30226, 17.60735, -15.50488], [-12.37338, 18.22000, -6.74139], [-12.90396, 16.12872, -9.40128], [-15.60988, 14.75649, -17.88214], [-11.86829, 13.34750, -14.92396], [-10.98378, 17.49988, -8.01537], [-16.84268, 13.34882, -16.60988], [-12.49253, 14.00205, -10.99137], [-16.52085, 18.24062, -13.85014]], "forces_ev_per_a": [[0.99, -0.07, -1.48], [-1.26, 1.33, -0.24], [0.37, 0.32, 0.62], [-0.25, -0.43, 0.83], [-0.16, -0.17, 0.29], [0.79, 0.88, -1.24], [0.00, -0.05, 0.03], [0.41, 0.08, -1.34], [0.36, 0.38, 0.78], [0.85, -0.45, -0.40], [-0.32, 0.01, -0.13], [-0.02, 0.33, -0.12], [-0.26, -0.24, 0.26], [0.18, 0.34, 0.09], [-0.48, -0.25, 0.01], [0.92, 0.47, 1.28], [0.45, 0.71, -0.10], [0.34, 0.43, -0.34], [0.21, -0.19, 0.31], [-0.95, -1.01, -1.38], [-0.07, 0.26, -0.07], [0.07, -0.08, 0.47], [-0.19, 0.64, -0.79], [0.13, -0.17, -0.11], [-0.07, 0.12, -0.28], [0.15, 0.09, -0.01], [0.62, -0.29, 1.10], [-0.34, 0.02, 0.27], [-0.11, -1.20, 0.46], [-0.63, -0.09, 0.46], [-0.09, -0.68, -0.75], [0.04, -0.39, -0.33], [0.47, 0.18, -0.33], [0.16, -0.14, 0.18], [-0.25, -0.15, -0.18], [0.47, -1.47, -0.32], [-1.26, -0.80, 0.56], [-0.90, -0.44, 0.99], [0.18, 0.47, 1.46], [-0.11, 0.33, -0.13], [1.04, -0.26, -1.00], [0.90, 0.53, 0.07], [-0.82, 0.07, 1.41], [0.26, 0.56, -0.04], [-0.52, -0.54, 0.43], [1.07, -0.02, -2.35], [0.05, -1.08, -0.08], [-1.51, 1.11, -0.13], [0.04, 0.82, 1.17], [-0.31, 0.54, -0.38], [-0.24, -0.58, 0.54], [-0.42, 0.25, -0.05]], "lowdin_charge": [0.03, 0.03, 0.12, 0.05, 0.14, 0.01, 0.04, -0.12, 0.16, -0.36, 0.51, 0.30, -0.02, 0.10, 0.05, -0.05, -0.39, 0.05, 0.07, -0.01, 0.14, 0.51, 0.04, 0.05, 0.13, 0.10, -0.35, 0.11, -0.38, 0.04, 0.04, -0.10, 0.06, 0.10, 0.13, -0.03, 0.04, -0.41, -0.16, 0.10, -0.36, -0.67, 0.04, 0.05, 0.14, -0.09, 0.07, 0.46, -0.11, -0.57, 0.12, 0.05]}


# 2
{"formula": "C5H6F2N2", "method": "the ωB97M-V functional and the def2-TZVPD basis", "energy_ev": -13696.75490, "homo_lumo_gap_ev": 9.940, "total_charge": 0, "relative_energy_kcal_mol": 13.90, "smiles": "CC(F)(F)c1cnc[nH]1", "symbols": ["C", "C", "C", "H", "F", "H", "H", "N", "H", "C", "H", "C", "F", "H", "N"], "xyz": [[-1.52485, 0.04496, -1.11513], [-0.67757, 0.97767, -0.34889], [2.07423, -0.06561, 1.86786], [-2.09448, 0.69202, -1.70642], [-1.39977, 1.75463, 0.56758], [1.42769, -1.53716, -0.83100], [-1.06676, -0.62126, -1.78500], [1.10420, 0.85180, 1.44886], [-2.00595, -0.71203, -0.54266], [0.54820, 0.33175, 0.25642], [2.69254, -0.13296, 2.72423], [1.35021, -0.82011, -0.03450], [-0.13119, 1.96099, -1.12609], [0.98942, 1.63810, 2.02291], [2.26361, -0.97971, 0.98616]], "forces_ev_per_a": [[-0.07, 0.15, 0.29], [2.40, 0.37, 1.00], [-0.85, 0.88, -1.79], [-1.81, 0.53, -0.78], [0.24, -1.41, -0.25], [-0.66, 0.23, -0.36], [1.80, -0.26, -1.09], [1.46, -3.29, 0.03], [-1.13, 0.25, 1.10], [1.24, -1.17, 1.47], [0.04, 1.04, 1.05], [-0.81, 2.19, 1.64], [-0.36, 0.43, -1.27], [-1.18, 1.32, 0.12], [-0.31, -1.25, -1.16]], "lowdin_charge": [0.03, -0.51, -0.19, 0.08, 0.05, 0.10, 0.08, 0.12, 0.10, -0.12, 0.11, -0.06, 0.07, 0.13, 0.02]}


What did the second record say?
{"formula": "C5H6F2N2", "method": "the ωB97M-V functional and the def2-TZVPD basis", "energy_ev": -13696.75490, "homo_lumo_gap_ev": 9.940, "total_charge": 0, "relative_energy_kcal_mol": 13.90, "smiles": "CC(F)(F)c1cnc[nH]1", "symbols": ["C", "C", "C", "H", "F", "H", "H", "N", "H", "C", "H", "C", "F", "H", "N"], "xyz": [[-1.52485, 0.04496, -1.11513], [-0.67757, 0.97767, -0.34889], [2.07423, -0.06561, 1.86786], [-2.09448, 0.69202, -1.70642], [-1.39977, 1.75463, 0.56758], [1.42769, -1.53716, -0.83100], [-1.06676, -0.62126, -1.78500], [1.10420, 0.85180, 1.44886], [-2.00595, -0.71203, -0.54266], [0.54820, 0.33175, 0.25642], [2.69254, -0.13296, 2.72423], [1.35021, -0.82011, -0.03450], [-0.13119, 1.96099, -1.12609], [0.98942, 1.63810, 2.02291], [2.26361, -0.97971, 0.98616]], "forces_ev_per_a": [[-0.07, 0.15, 0.29], [2.40, 0.37, 1.00], [-0.85, 0.88, -1.79], [-1.81, 0.53, -0.78], [0.24, -1.41, -0.25], [-0.66, 0.23, -0.36], [1.80, -0.26, -1.09], [1.46, -3.29, 0.03], [-1.13, 0.25, 1.10], [1.24, -1.17, 1.47], [0.04, 1.04, 1.05], [-0.81, 2.19, 1.64], [-0.36, 0.43, -1.27], [-1.18, 1.32, 0.12], [-0.31, -1.25, -1.16]], "lowdin_charge": [0.03, -0.51, -0.19, 0.08, 0.05, 0.10, 0.08, 0.12, 0.10, -0.12, 0.11, -0.06, 0.07, 0.13, 0.02]}